DFT (wB97M-V/def2-TZVPD) results for a cluster of 25 separate species, H50O25 in total in a non-equilibrium geometry.

Computed properties:
Relative energy (zero: lowest compared OMol25 entry of this formula, charge and spin) = 306.7 kJ/mol
F_max = 1.16 eV/Å
Electronic energy = -1911.02278 a.u.
Frontier orbital gap = 8.901 eV

```
75
Properties=species:S:1:pos:R:3:mulliken_charge:R:1
O 1.401 -1.321 2.021 -0.47
H 1.556 -0.597 2.628 0.37
H 0.453 -1.327 1.891 0.20
O 2.365 3.819 3.468 -0.67
H 2.900 4.398 4.011 0.29
H 2.275 4.284 2.637 0.30
O -4.167 -0.232 -2.941 -0.60
H -4.706 0.128 -3.644 0.29
H -3.738 0.530 -2.552 0.37
O 3.745 -1.072 -0.003 -0.66
H 3.515 -0.165 -0.204 0.47
H 3.079 -1.355 0.623 0.24
O -1.470 0.941 1.766 -0.47
H -2.115 0.318 1.430 0.08
H -1.693 1.040 2.692 0.36
O 0.717 5.702 -1.827 -0.63
H 1.413 5.637 -2.480 0.28
H 0.288 4.846 -1.848 0.45
O 0.282 0.511 -0.349 -0.37
H -0.310 -0.088 -0.803 0.08
H -0.143 0.680 0.491 0.22
O -1.121 3.800 2.377 -0.68
H -1.682 4.191 1.708 0.28
H -1.338 2.868 2.357 0.33
O 0.743 -2.652 -2.056 -0.46
H 0.872 -2.829 -1.124 0.25
H -0.051 -2.119 -2.091 0.10
O -1.562 -5.357 -2.365 -0.58
H -1.129 -5.335 -1.512 0.32
H -1.783 -4.444 -2.546 0.29
O 2.964 1.535 -0.181 -0.69
H 2.880 2.488 -0.203 0.32
H 2.062 1.214 -0.190 0.29
O -3.492 -0.946 0.927 -0.53
H -4.234 -0.350 1.032 0.26
H -3.856 -1.815 1.101 0.22
O -3.058 -3.908 0.235 -0.60
H -3.606 -4.562 0.668 0.26
H -3.383 -3.879 -0.665 0.30
O 0.810 -4.401 -4.245 -0.62
H 1.212 -5.246 -4.041 0.29
H 1.049 -3.838 -3.509 0.37
O -0.055 4.213 4.779 -0.65
H -0.755 3.993 4.165 0.39
H 0.745 4.170 4.256 0.37
O -1.852 -1.598 -1.586 -0.25
H -2.439 -1.185 -2.219 0.20
H -2.326 -1.556 -0.755 0.07
O 1.706 -3.395 4.065 -0.62
H 1.519 -4.299 3.812 0.28
H 1.778 -2.923 3.235 0.36
O 0.611 2.233 -4.496 -0.64
H 0.076 1.444 -4.570 0.30
H 1.357 2.073 -5.075 0.30
O 4.939 0.953 -2.064 -0.64
H 4.547 1.458 -1.351 0.38
H 4.560 0.078 -1.975 0.32
O -0.440 -3.428 0.660 -0.42
H -1.384 -3.474 0.506 0.22
H -0.236 -4.229 1.143 0.24
O -2.682 1.835 -1.645 -0.65
H -2.186 1.745 -0.832 0.24
H -2.378 2.662 -2.020 0.28
O 3.405 -3.182 -3.124 -0.61
H 2.768 -2.807 -2.516 0.34
H 3.454 -2.549 -3.840 0.29
O 1.901 0.973 3.714 -0.55
H 2.520 0.708 4.394 0.24
H 1.979 1.926 3.676 0.29
O -2.775 1.455 4.163 -0.55
H -3.717 1.298 4.229 0.25
H -2.594 2.112 4.835 0.28
O -0.030 3.075 -1.892 -0.56
H 0.160 2.213 -1.523 0.32
H -0.119 2.919 -2.832 0.31
```